(1)
This record from OMol25 describes a molecular structure, C36H35BO6 at a distorted geometry. The level of theory is ωB97M-V/def2-TZVPD.

Geometry as ORCA input:
```
! wB97M-V def2-TZVPD RIJCOSX def2/J DEFGRID3
* xyz 0 1
C -1.488 6.195 1.222
C -1.529 4.808 1.481
C -2.332 3.923 2.193
C -1.682 2.677 2.170
C -0.504 2.845 1.399
B -1.577 -0.711 -1.598
C -2.382 -0.586 -0.334
C -2.343 -0.843 1.086
C -3.635 -1.220 1.545
C -4.502 -0.926 0.460
C -5.856 -1.347 0.181
O -3.773 -0.413 -0.603
C -1.310 0.609 -2.526
C -1.520 1.997 -2.508
C -1.910 2.465 -3.794
C -1.876 1.358 -4.649
C -2.206 1.028 -5.974
O -1.376 0.255 -3.931
C 0.410 1.956 0.955
C 1.505 2.304 0.057
C 2.634 2.232 0.908
C 2.171 1.660 2.106
C 2.622 1.556 3.448
O 0.889 1.219 2.051
O -0.436 4.139 0.986
H -2.316 6.588 1.814
H -0.524 6.628 1.538
H -1.643 6.398 0.143
H -3.291 4.175 2.665
H -1.985 1.699 2.531
H -1.474 -0.856 1.677
H -3.942 -1.724 2.442
H -5.932 -2.418 0.385
H -6.586 -0.808 0.804
H -6.084 -1.156 -0.877
H -1.442 2.612 -1.637
H -2.234 3.460 -4.139
H -2.524 1.900 -6.558
H -1.343 0.560 -6.444
H -2.995 0.270 -6.034
H 1.363 2.459 -1.027
H 3.644 2.592 0.643
H 3.654 1.243 3.406
H 2.476 2.521 3.946
H 1.967 0.801 3.943
C -1.274 -6.756 -0.294
O -1.772 -5.543 -0.844
C -0.941 -4.494 -0.920
C -1.390 -3.383 -1.610
C -0.735 -2.138 -1.403
C 0.349 -1.877 -0.552
C 0.622 -0.458 -0.018
C 1.922 -0.655 0.600
C 3.017 -0.260 -0.127
C 4.310 -0.450 0.351
C 4.498 -0.980 1.649
O 5.706 -0.681 2.219
C 6.519 0.047 1.159
C 5.647 0.131 -0.079
C 3.385 -1.485 2.355
C 2.125 -1.286 1.839
C 0.970 -3.124 -0.155
C 0.340 -4.387 -0.226
H -2.062 -7.475 -0.548
H -0.308 -7.028 -0.764
H -1.154 -6.662 0.804
H -2.354 -3.386 -2.176
H -1.214 -1.494 -2.414
H 0.634 0.399 -0.820
H 2.929 0.219 -1.089
H 6.777 1.019 1.571
H 7.424 -0.532 1.035
H 6.104 -0.434 -0.897
H 5.528 1.162 -0.417
H 3.587 -2.035 3.293
H 1.270 -1.666 2.417
H 1.992 -3.133 0.254
H 0.762 -5.298 0.252
*
```

Computed properties:
Strongest force on any atom (Eh/bohr): 0.1192
E_LUMO (eV): -1.13
HOMO (Ha): -0.20628
Molar mass (g mol⁻¹): 574.482
HOMO-LUMO gap (eV): 4.487

***

(2)
This record from OMol25 describes a molecular structure, C36H35BrN3O3PdS. The level of theory is ωB97M-V/def2-TZVPD.

Geometry as ORCA input:
```
! wB97M-V def2-TZVPD RIJCOSX def2/J DEFGRID3
* xyz 1 1
Pd -0.553 -0.286 0.010
O -0.071 -0.377 -5.038
C 0.861 0.180 -4.208
C 2.168 0.406 -4.611
C 3.071 1.002 -3.741
C 2.662 1.381 -2.473
C 1.346 1.152 -2.084
C 0.434 0.540 -2.930
C -1.011 0.261 -2.539
O -1.422 0.842 -1.346
N -1.221 -1.216 -2.511
N -1.284 -1.674 -1.206
C -1.826 -2.797 -0.945
C -2.103 -3.308 0.401
Br -2.284 -2.046 1.808
C -2.314 -4.598 0.668
C -2.285 -5.714 -0.303
C -1.440 -6.796 -0.065
C -1.399 -7.863 -0.946
C -2.218 -7.873 -2.067
C -3.084 -6.813 -2.296
C -3.119 -5.740 -1.418
H 0.317 -0.514 -5.908
H 2.476 0.115 -5.609
H 4.089 1.177 -4.064
H 3.351 1.859 -1.790
H 1.021 1.455 -1.100
H -1.658 0.630 -3.343
H -2.054 -1.489 -3.020
H -2.120 -3.419 -1.786
H -2.494 -4.866 1.704
H -0.811 -6.797 0.818
H -0.733 -8.694 -0.754
H -2.193 -8.710 -2.751
H -3.745 -6.828 -3.153
H -3.825 -4.934 -1.581
O 0.157 1.284 1.120
S -0.674 2.555 1.370
C 0.357 3.442 2.575
C 1.802 3.517 2.188
C 2.327 4.671 1.618
C 3.658 4.719 1.227
C 4.475 3.613 1.405
C 3.965 2.464 1.996
C 2.637 2.419 2.388
C -0.486 3.585 -0.095
C -1.286 4.850 0.056
C -2.654 4.795 0.318
C -3.388 5.963 0.459
C -2.766 7.197 0.328
C -1.408 7.259 0.049
C -0.671 6.090 -0.081
H 0.205 2.899 3.508
H -0.114 4.422 2.673
H 1.696 5.543 1.501
H 4.059 5.625 0.791
H 5.514 3.653 1.105
H 4.608 1.610 2.162
H 2.243 1.532 2.869
H -0.870 2.932 -0.883
H 0.578 3.770 -0.248
H -3.150 3.835 0.398
H -4.449 5.910 0.661
H -3.340 8.107 0.433
H -0.922 8.217 -0.071
H 0.384 6.142 -0.318
N 1.053 -1.376 0.970
C 0.968 -2.295 2.078
C 0.889 -1.808 3.372
C 0.744 -2.693 4.427
C 0.671 -4.061 4.189
C 0.758 -4.538 2.890
C 0.908 -3.656 1.830
H 1.509 -1.828 0.182
H 1.630 -0.578 1.232
H 0.925 -0.738 3.544
H 0.683 -2.316 5.439
H 0.556 -4.749 5.015
H 0.719 -5.602 2.698
H 0.970 -4.028 0.813
*
```

Computed properties:
Strongest force on any atom (Eh/bohr): 0.0084
E_LUMO (eV): -2.67
HOMO (Ha): -0.39668
Molar mass (g mol⁻¹): 776.085
HOMO-LUMO gap (eV): 8.128

***

(3)
This record from OMol25 describes a molecular structure, C36H35Cl3MoN4O3S2SbSe5 at a distorted geometry. The level of theory is ωB97M-V/def2-TZVPD.

Geometry as ORCA input:
```
! wB97M-V def2-TZVPD RIJCOSX def2/J DEFGRID3
* xyz -1 3
Mo -1.000 2.076 -0.343
Se -4.863 -0.365 -1.803
Sb -3.829 1.751 -2.468
Se -2.230 3.877 0.240
Se -1.329 1.945 -2.675
Se -4.834 2.229 -4.604
C 3.437 0.687 -8.444
C 2.739 1.015 -7.152
C 1.361 1.150 -7.093
C 0.694 1.452 -5.912
C -0.798 1.588 -5.891
C 1.476 1.625 -4.769
Se 0.869 2.032 -3.024
C 2.876 1.520 -4.792
C 3.697 1.739 -3.558
C 3.484 1.208 -5.996
H 2.717 0.471 -9.231
H 4.088 -0.180 -8.324
H 4.056 1.529 -8.763
H 0.769 1.011 -7.990
H -1.212 1.519 -6.894
H -1.101 2.551 -5.467
H -1.268 0.806 -5.283
H 3.435 1.049 -2.749
H 3.587 2.761 -3.179
H 4.760 1.590 -3.759
H 4.564 1.115 -6.024
Cl -2.800 -0.738 7.978
C -1.525 -0.850 6.820
C -1.824 -1.018 5.479
C -0.788 -1.092 4.565
C 0.541 -0.979 4.959
C 1.628 -1.082 3.911
C 2.414 0.230 3.709
N 1.591 1.253 3.105
C 1.482 2.577 3.441
C 0.624 3.132 2.537
N 0.197 2.167 1.667
C 0.796 1.059 2.039
O 2.526 -2.128 4.221
C 2.725 -3.022 3.137
C 1.435 -3.604 2.629
C 0.546 -4.285 3.411
Cl 0.740 -4.677 5.064
S -0.889 -4.724 2.555
C -0.292 -3.988 1.123
C 0.934 -3.440 1.306
C 0.810 -0.831 6.319
Cl 2.432 -0.741 6.907
C -0.213 -0.761 7.252
H -2.848 -1.098 5.144
H -1.035 -1.226 3.519
H 1.134 -1.324 2.966
H 3.265 0.011 3.055
H 2.802 0.589 4.661
H 2.016 3.008 4.266
H 0.288 4.151 2.449
H 0.681 0.102 1.574
H 3.388 -3.796 3.531
H 3.230 -2.507 2.310
H -0.897 -3.992 0.234
H 1.474 -2.924 0.527
H 0.019 -0.641 8.299
C -2.672 2.238 3.735
N -3.733 1.919 2.817
C -4.965 2.537 2.764
C -5.620 2.040 1.691
N -4.787 1.133 1.094
C -3.629 1.072 1.767
S -2.330 0.051 1.400
H -3.041 2.232 4.761
H -2.259 3.220 3.499
H -1.893 1.485 3.635
H -5.248 3.264 3.499
H -6.590 2.269 1.296
H -4.966 0.586 0.235
O 2.025 -0.317 -0.581
C 0.852 -0.293 -0.926
O 0.032 0.642 -0.500
C 0.245 -1.319 -1.809
C -1.136 -1.469 -1.933
C -1.651 -2.405 -2.816
C -0.789 -3.204 -3.553
C 0.588 -3.076 -3.408
C 1.107 -2.130 -2.546
H -1.821 -0.897 -1.313
H -2.727 -2.498 -2.896
H -1.187 -3.934 -4.247
H 1.263 -3.711 -3.967
H 2.175 -1.993 -2.424
*
```

Computed properties:
Strongest force on any atom (Eh/bohr): 0.1118
E_LUMO (alpha / beta) (eV): 1.36 / 1.75
HOMO (alpha / beta) (Ha): -0.14477 / -0.14523
Molar mass (g mol⁻¹): 1354.694
HOMO-LUMO gap (alpha / beta) (eV): 5.299 / 5.700

***

(4)
This record from OMol25 describes a molecular structure, C36H35GeN3OPdS at a distorted geometry. The level of theory is ωB97M-V/def2-TZVPD.

Geometry as ORCA input:
```
! wB97M-V def2-TZVPD RIJCOSX def2/J DEFGRID3
* xyz 1 6
Pd 0.086 -0.820 0.631
C -5.076 1.165 -2.085
C -4.407 1.363 -0.750
N -3.971 0.156 -0.027
C -4.807 -0.485 0.916
C -5.444 -1.833 0.596
C -2.844 -0.446 -0.417
S -2.198 -1.639 0.710
N -2.343 -0.170 -1.590
C -1.172 -0.357 -2.086
O -0.079 -0.219 -1.472
C -1.152 -0.678 -3.618
C -2.383 -0.828 -4.259
C -2.428 -1.124 -5.650
C -1.306 -1.085 -6.407
C -0.105 -1.001 -5.757
C 0.023 -0.675 -4.398
H -6.195 0.929 -1.950
H -4.553 0.369 -2.579
H -5.031 2.122 -2.500
H -4.983 1.880 0.007
H -3.532 1.984 -0.882
H -5.612 0.243 1.129
H -4.276 -0.603 1.859
H -5.995 -1.919 -0.371
H -6.219 -2.007 1.367
H -4.758 -2.687 0.683
H -3.295 -0.826 -3.778
H -3.359 -1.198 -6.157
H -1.345 -1.348 -7.442
H 0.775 -0.966 -6.408
H 0.928 -0.443 -3.781
C -2.277 1.080 2.858
C -1.815 1.747 1.764
C -0.404 1.700 1.471
C 0.530 1.028 2.303
C -0.088 0.289 3.330
C -1.368 0.370 3.680
Ge 2.490 1.056 2.279
C 3.068 1.444 4.180
C 3.491 2.707 4.628
C 3.900 2.917 5.913
C 3.716 1.922 6.827
C 3.257 0.629 6.431
C 3.002 0.353 5.043
C 3.096 2.159 0.697
C 4.493 2.445 0.761
C 5.050 3.053 -0.365
C 4.438 3.260 -1.581
C 3.114 2.828 -1.656
C 2.462 2.304 -0.543
H -3.284 1.253 3.128
H -2.494 2.423 1.217
H 0.044 2.414 0.703
H 0.491 -0.232 4.066
H -1.752 -0.052 4.614
H 3.576 3.580 3.978
H 4.298 3.814 6.279
H 3.911 2.086 7.827
H 3.256 -0.108 7.301
H 2.846 -0.651 4.694
H 5.011 2.234 1.632
H 6.111 3.269 -0.256
H 5.039 3.664 -2.325
H 2.568 2.701 -2.564
H 1.449 1.920 -0.550
N 1.154 -2.495 0.097
C 1.589 -3.291 -0.800
C 2.135 -2.595 -1.975
C 2.757 -3.392 -2.880
C 2.772 -4.766 -2.728
C 2.112 -5.442 -1.680
C 1.617 -4.723 -0.620
H 1.875 -1.516 -2.078
H 3.343 -3.011 -3.701
H 3.233 -5.473 -3.450
H 1.977 -6.500 -1.731
H 1.265 -5.256 0.244
*
```

Computed properties:
Strongest force on any atom (Eh/bohr): 0.0805
E_LUMO (alpha / beta) (eV): -2.48 / -6.20
HOMO (alpha / beta) (Ha): -0.35328 / -0.40662
Molar mass (g mol⁻¹): 736.793
HOMO-LUMO gap (alpha / beta) (eV): 7.132 / 4.864